Here is a structure of composition C30H39BaGaNO3S2 from the OMol25 dataset. Energies are from wB97M-V/def2-TZVPD.

Geometry (Å):
C 0.2816 -3.1452 3.2041
C 1.1382 -2.1684 4.0321
O 1.7771 -1.1972 3.2162
C 0.8451 -0.2533 2.6758
C 1.6115 1.0489 2.3442
O 1.5813 1.2177 0.9373
Ga 2.9975 2.4031 0.3648
C 2.1614 3.5442 -1.1043
C 0.8606 4.2299 -0.6168
C -0.2484 3.2071 -0.8212
S -1.7943 3.6269 0.0968
C -2.0734 2.2347 1.1997
S -1.1396 2.0904 2.5095
N -3.1287 1.2883 0.9544
C -3.3522 1.0858 -0.4135
C -2.3269 0.9819 -1.4045
C -2.6207 0.7574 -2.7453
C -3.9674 0.6198 -3.2082
C -5.0672 0.6829 -2.1787
C -4.6924 0.9249 -0.8098
C -3.0432 0.0424 1.6941
C -3.7089 -0.1202 2.9023
C -3.6759 -1.3009 3.6243
C -2.9609 -2.3865 3.1240
C -2.2833 -2.2283 1.9227
C -2.3124 -1.0445 1.2030
C 4.4669 1.1743 -0.3573
C 3.7618 0.1559 -1.2946
C 4.2694 0.3015 -2.7404
O 3.9392 -1.1842 -0.8195
C 2.7335 -1.7707 -0.3750
C 1.7586 -2.1073 -1.5099
C 1.8919 -3.2778 -2.2678
C 0.9645 -3.5318 -3.2688
C -0.0915 -2.6759 -3.5700
C -0.2220 -1.5179 -2.8085
C 0.6992 -1.2520 -1.8026
H -0.1478 -3.9425 3.8307
H -0.5659 -2.5862 2.7667
H 0.8386 -3.5704 2.3551
H 1.9375 -2.7295 4.5362
H 0.5235 -1.6420 4.7876
H -0.0095 -0.0975 3.3647
H 0.4394 -0.7050 1.7490
H 2.6479 1.0260 2.7268
H 1.1109 1.8974 2.8570
H 3.4790 3.2834 1.6102
H 2.8701 4.3253 -1.4267
H 1.8993 2.9648 -2.0142
H 0.9319 4.5638 0.4298
H 0.6623 5.1481 -1.2061
H 0.0994 2.2011 -0.5122
H -0.4975 3.1104 -1.8949
H -1.2869 1.0786 -1.0908
H -1.8289 0.6783 -3.4942
H -4.2517 0.4452 -4.2491
H -6.1455 0.5307 -2.4641
H -5.4865 0.9469 -0.0571
H -4.2694 0.7529 3.2530
H -4.2174 -1.3367 4.5686
H -2.9239 -3.3327 3.6638
H -1.7030 -3.0586 1.5162
H -1.7759 -0.9770 0.2526
H 5.2616 1.7608 -0.8484
H 4.9405 0.6091 0.4596
H 2.6878 0.4144 -1.3187
H 5.3661 0.2987 -2.8175
H 3.8565 -0.4787 -3.4022
H 3.9281 1.2787 -3.1261
H 2.9931 -2.7149 0.1284
H 2.2272 -1.1326 0.3705
H 2.7031 -3.9699 -2.0423
H 1.0658 -4.4539 -3.8489
H -0.7969 -2.9362 -4.3602
H -1.0446 -0.8307 -3.0312
H 0.5923 -0.3429 -1.1956
Ba -5.1408 3.0678 -2.7146

## Properties
M, g/mol: 732.83
Total charge: +1
E_tot, a.u.: -4193.19485
2S+1: 1

List of Mulliken charges in e, atom by atom: 0.049 -0.483 -0.471 0.386 -1.649 -0.292 0.851 -0.838 -0.839 0.946 -0.347 0.511 -0.143 0.533 -0.284 1.920 -0.871 -1.665 -0.921 -0.991 -0.742 -0.424 -0.745 -0.065 -0.583 0.442 -1.314 2.205 -1.713 -0.530 -0.630 -0.179 -0.518 -0.584 -0.731 -0.237 1.425 0.436 -0.790 0.281 0.354 0.308 0.570 -0.140 0.537 0.300 -0.575 0.570 0.239 0.428 0.376 -1.343 0.418 0.466 0.825 0.498 0.767 0.489 0.420 0.428 0.412 0.555 0.077 0.423 0.464 -1.074 0.383 0.336 0.309 0.481 0.002 0.470 0.354 0.407 -0.057 -0.590 1.714